*a*
{"formula": "C6H9N", "method": "the ωB97M-V functional and the def2-TZVPD basis", "total_charge": 1, "spin_multiplicity": 2, "species": ["H", "C", "H", "H", "C", "C", "H", "H", "C", "H", "C", "H", "C", "N", "H", "H"], "xyz": [[-0.38141, 0.31562, -3.14805], [-0.00544, -0.18864, 1.13516], [-0.35011, -0.66701, 3.27752], [1.84113, 0.71515, 0.27185], [0.84923, 0.32417, 0.13071], [-0.92607, -0.74772, -0.83711], [-0.46124, 0.97168, 2.79946], [1.31488, -0.01866, -2.92256], [0.22930, 0.07334, -1.09139], [0.89868, 1.50595, -2.61586], [0.44621, 0.52178, -2.48652], [-1.79041, -1.00869, -1.42695], [0.08077, 0.03729, 2.58014], [-1.04125, -0.82321, 0.50668], [1.12369, 0.21426, 2.83549], [-1.82795, -1.22530, 0.99143]], "lowdin_spin": [0.0005, 0.2444, 0.0056, -0.0015, 0.0335, 0.3768, 0.0230, 0.0153, 0.1437, 0.0046, 0.0295, 0.0144, 0.0465, 0.0616, 0.0036, -0.0015]}

*b*
{"formula": "C6H9N", "method": "the ωB97M-V functional and the def2-TZVPD basis", "total_charge": 1, "spin_multiplicity": 2, "species": ["H", "H", "C", "H", "C", "C", "H", "C", "N", "C", "H", "H", "H", "H", "C", "H"], "xyz": [[0.01536, 0.26435, 1.92549], [-0.95019, 0.60032, -2.16765], [0.90315, -0.69177, 0.16125], [2.88662, -1.36689, 0.68560], [-0.75916, 0.82421, -0.08135], [0.09547, 0.16204, 0.85721], [-1.82486, 2.58569, -0.60801], [0.53092, -0.56533, -1.20965], [-0.49078, 0.32925, -1.31181], [1.85753, -1.71882, 0.67109], [1.55134, -2.02383, 1.67249], [-1.75812, 2.27283, 1.13138], [0.75698, -1.20582, -2.04667], [1.81731, -2.61374, 0.05103], [-1.81780, 1.80926, 0.15337], [-2.81378, 1.33827, 0.11624]], "lowdin_spin": [0.0010, -0.0017, 0.1038, 0.0056, 0.2701, 0.0807, 0.0094, 0.3830, 0.0447, 0.0125, 0.0002, 0.0017, 0.0149, 0.0025, 0.0495, 0.0221]}

Which structure wins on stability? *b* wins.

*a*
{"formula": "C4H2FO2", "method": "the ωB97M-V functional and the def2-TZVPD basis", "total_charge": -1, "species": ["C", "O", "C", "H", "O", "C", "F", "H", "C"], "xyz": [[-0.79248, -0.90637, 0.95383], [2.04586, 0.27047, -2.25846], [2.01595, 0.96235, -1.34519], [-0.69851, -1.08320, 2.13454], [2.04217, 1.84669, -0.59212], [-1.29294, 0.29451, 0.28550], [-1.14633, -2.19580, 0.39552], [-2.15405, 0.86569, 0.48739], [-0.01968, -0.05434, -0.06102]], "lowdin_charge": [-0.4556, 0.1496, -0.5596, 0.1163, 0.1220, -0.1704, -0.1807, 0.0220, -0.0438]}

*b*
{"formula": "C4H2FO2", "method": "the ωB97M-V functional and the def2-TZVPD basis", "total_charge": -1, "species": ["F", "C", "C", "H", "C", "H", "O", "C", "O"], "xyz": [[-2.35741, 1.17098, -0.35005], [2.51803, 0.28267, -0.09320], [-0.98045, -0.60572, 0.79828], [-1.51717, -0.99982, 1.64115], [0.02970, -0.05141, 0.06631], [-1.80558, -0.54419, -1.32060], [3.05128, -0.05162, 0.88987], [-1.40398, 0.07542, -0.46723], [2.46558, 0.72370, -1.16453]], "lowdin_charge": [-0.1683, -0.5734, -0.1403, 0.0403, -0.0510, 0.0898, 0.1035, -0.3991, 0.0985]}

Which structure wins on stability? *b* wins.

*a*
{"formula": "C3H11N2S", "method": "the ωB97M-V functional and the def2-TZVPD basis", "total_charge": 1, "species": ["H", "H", "H", "H", "H", "H", "C", "H", "N", "H", "N", "C", "H", "S", "H", "H", "C"], "xyz": [[-2.09102, -0.10607, -0.45217], [1.68627, 0.38952, -0.05186], [-1.07582, -1.88110, 1.11885], [0.06812, 2.10868, 1.68262], [-2.42124, -2.38634, 0.52459], [0.41914, 3.21342, 0.22943], [-1.43969, 0.57281, -1.03013], [-2.05514, 1.37802, -1.36958], [-1.71847, -1.77363, 0.36670], [2.65868, -0.74817, 0.82606], [0.87182, 0.99698, 0.02701], [-0.31564, 1.15634, -0.34330], [-1.14017, -1.94198, -0.44384], [3.54356, -0.95383, -0.18531], [-1.07881, -0.01013, -1.81467], [3.92627, -2.16536, 0.25478], [0.16213, 2.15083, 0.66082]], "lowdin_charge": [0.0866, 0.0291, 0.0350, 0.0856, 0.0029, 0.1637, 0.0095, 0.1062, 0.0530, -0.2027, 0.2072, -0.1565, 0.0461, 0.5466, 0.0851, -0.1707, 0.0732]}

*b*
{"formula": "C3H11N2S", "method": "the ωB97M-V functional and the def2-TZVPD basis", "total_charge": 1, "species": ["H", "H", "H", "H", "N", "C", "H", "N", "H", "H", "C", "H", "H", "S", "H", "H", "C"], "xyz": [[-3.68531, -2.38108, -1.68624], [-0.07351, 0.50443, -0.82897], [-0.75594, 0.09490, 2.01832], [3.54848, 1.76709, 0.18904], [-2.73768, -1.72772, 0.02690], [-3.28917, -1.55212, -1.10400], [-1.63152, -0.66284, 0.75216], [-0.96138, 0.14019, 1.01859], [1.61830, 0.78064, 1.68860], [0.58066, -0.89690, 0.02242], [0.24912, 0.13198, 0.14379], [-2.52302, -2.71266, 0.18552], [0.96532, 2.08348, 0.68113], [2.74954, 0.90768, -0.45511], [-3.39410, -0.54100, -1.48924], [-1.48375, 1.01155, 0.91291], [1.33152, 1.05583, 0.67211]], "lowdin_charge": [0.0898, 0.1266, 0.1654, -0.1223, 0.0089, -0.0299, 0.0812, 0.1445, 0.0822, 0.1264, -0.2649, 0.0819, 0.0825, 0.7489, 0.0792, 0.1653, -0.5658]}

Which structure wins on stability? *b* wins.

*a*
{"formula": "C7H12N", "method": "the ωB97M-V functional and the def2-TZVPD basis", "total_charge": 1, "smiles": "C=[NH+]C[C@H]1CC=C1C", "species": ["H", "H", "C", "H", "C", "H", "C", "H", "C", "C", "H", "H", "H", "C", "C", "H", "N", "H", "H", "H"], "xyz": [[2.16502, 1.68927, 0.45285], [-1.31618, -2.56524, -0.19632], [-0.76414, -1.72953, 0.22978], [1.49793, -0.96816, -1.73470], [-1.60622, -0.68172, 0.90711], [-0.83093, -0.77433, -1.76756], [1.09080, -0.24815, -1.01984], [1.13715, 0.75756, -1.44168], [-1.24710, 0.30449, 0.07579], [-1.58435, 1.73224, -0.09218], [-0.69320, 2.34579, -0.21823], [0.04923, -2.12701, 0.83510], [2.03685, -1.25725, 0.52153], [-0.39581, -0.60790, -0.78072], [2.33367, 0.68535, 0.81938], [-2.29920, -0.75789, 1.72236], [1.88028, -0.31067, 0.16966], [-2.19972, 1.86355, -0.98328], [-2.14477, 2.09363, 0.76526], [2.89069, 0.55596, 1.73569]], "lowdin_charge": [0.1292, 0.1179, -0.1134, 0.1483, 0.0054, 0.1561, -0.1028, 0.1394, -0.2663, -0.0273, 0.0717, 0.0963, 0.1829, -0.2266, 0.2107, 0.1130, 0.0521, 0.0949, 0.0901, 0.1285]}

*b*
{"formula": "C7H12N", "method": "the ωB97M-V functional and the def2-TZVPD basis", "total_charge": 1, "smiles": "CC/[N+](C)=c1\\cc1C", "species": ["H", "H", "H", "C", "H", "C", "H", "H", "C", "H", "H", "C", "H", "H", "N", "C", "C", "H", "C", "H"], "xyz": [[0.55332, 2.00603, -0.28568], [1.18395, -2.59673, 0.18946], [-0.53286, 1.83409, 1.16777], [-2.66770, -0.83187, 0.43995], [2.94355, 0.90388, -0.96106], [1.43599, -1.61083, 0.04020], [3.23756, 1.17756, 0.77650], [4.19897, 0.10495, -0.13568], [3.20555, 0.51745, -0.00064], [-1.42148, 2.02580, -0.49292], [-1.31742, -1.53932, -0.86158], [-1.61959, -0.52002, -0.62262], [-3.65578, -1.14374, -0.14509], [-2.86546, 0.12412, 0.93897], [-0.45240, 0.16154, -0.09682], [0.70678, -0.36541, 0.04463], [2.10129, -0.41809, 0.09193], [-2.11070, 0.02303, -1.44350], [-0.48882, 1.73310, 0.10261], [-2.43475, -1.58557, 1.25358]], "lowdin_charge": [0.1115, 0.1072, 0.0795, -0.0883, 0.1061, 0.2651, 0.0763, 0.1079, 0.0195, 0.1231, 0.1195, -0.2160, 0.1316, 0.0637, -0.0846, -0.1590, -0.0777, 0.1362, 0.0812, 0.0970]}

Which structure wins on stability? *a* wins.

*a*
{"formula": "C7H12N", "method": "the ωB97M-V functional and the def2-TZVPD basis", "total_charge": 1, "species": ["H", "C", "C", "H", "H", "H", "C", "H", "C", "H", "H", "H", "C", "C", "H", "H", "C", "H", "N", "H"], "xyz": [[-3.16351, 1.14371, -0.85788], [-2.73708, -0.98640, -0.48802], [-3.14557, 0.46041, -0.13346], [2.14998, -1.81664, 0.81528], [2.25166, 1.43647, -0.80705], [3.81048, -1.81778, -0.55211], [3.18402, -0.94643, -0.58421], [-3.83135, 0.48885, 0.60211], [-0.99077, -0.13499, 1.33035], [3.26885, -0.01094, -1.09137], [-2.63099, -0.98389, -1.57214], [-3.38507, -1.74600, -0.16242], [2.22215, -0.95854, 0.28394], [1.58606, 0.18045, 0.82525], [1.89330, 2.13456, 0.74036], [-0.51666, -1.12376, 1.64475], [-1.92249, -0.09787, 0.37327], [-0.87028, 0.70905, 1.84013], [1.56498, 1.48875, 0.03777], [0.57900, 1.37060, -0.18831]], "lowdin_charge": [0.0705, -0.0484, -0.0624, 0.0779, 0.1769, 0.1079, 0.1344, 0.0846, 0.0193, 0.0636, 0.1083, 0.0918, -0.2043, 0.0601, 0.1562, 0.1122, -0.2651, 0.0163, 0.1624, 0.1376]}

*b*
{"formula": "C7H12N", "method": "the ωB97M-V functional and the def2-TZVPD basis", "total_charge": 1, "smiles": "C=[N+]1CCC(C)=C1C", "species": ["N", "H", "C", "C", "H", "H", "H", "H", "H", "C", "C", "H", "C", "H", "H", "H", "C", "C", "H", "H"], "xyz": [[0.94419, -0.90933, 0.37461], [-0.02593, 0.52134, 2.76376], [-1.45841, 1.54214, -1.08725], [-0.47409, 0.62249, -0.55435], [-0.99254, 2.07307, -2.08498], [-2.31286, 1.13017, -1.53128], [-1.68178, 2.33676, -0.42762], [-1.68111, 0.57588, 1.92810], [2.26712, -2.27896, 1.01873], [1.44317, -1.66626, 1.30544], [1.40662, -0.85970, -1.02122], [-0.85501, -0.98762, 2.26509], [-0.70366, 0.00429, 1.97483], [0.99916, 0.94100, -2.01330], [2.38299, -0.58320, -1.15143], [1.25998, -1.85188, -1.53336], [0.42743, 0.10913, -1.62412], [-0.18286, 0.00762, 0.58632], [-0.22166, -0.35272, -2.50053], [1.07593, -1.65326, 2.33351]], "lowdin_charge": [-0.0356, 0.1389, -0.0139, -0.2100, 0.1609, 0.0816, 0.0790, 0.1220, 0.1162, 0.2027, -0.0745, 0.0546, -0.0160, 0.1265, 0.1115, 0.1662, -0.1287, -0.1820, 0.1855, 0.1150]}

Which structure wins on stability? *b* wins.

*a*
{"formula": "C4H7FN2", "method": "the ωB97M-V functional and the def2-TZVPD basis", "total_charge": 0, "smiles": "CN1C=C(F)CN1", "species": ["H", "C", "H", "C", "H", "H", "H", "F", "C", "N", "C", "H", "H", "N"], "xyz": [[-0.25379, -1.34477, -1.48865], [0.15650, 2.13634, -0.54516], [1.47118, -1.60620, -0.73115], [0.42267, -1.34035, -0.52312], [-0.45984, 0.56849, 1.71402], [0.03731, -2.05851, 0.27754], [-1.76063, 2.13352, 0.69122], [0.40747, 3.41128, -0.80003], [1.11280, 0.98362, -0.46100], [-0.72211, 0.32547, 0.75060], [-1.10972, 1.52368, 0.06351], [-1.60737, 1.19853, -0.96631], [2.15786, 0.96978, -0.76614], [0.49461, -0.05201, 0.16291]], "lowdin_charge": [0.1121, -0.2164, 0.0743, -0.0816, 0.1268, 0.0954, 0.1180, 0.0569, -0.0378, -0.0385, -0.1778, 0.1474, 0.1108, -0.2896]}

*b*
{"formula": "C4H7FN2", "method": "the ωB97M-V functional and the def2-TZVPD basis", "total_charge": 0, "smiles": "[H]/N=C(\\CF)NC=C", "species": ["H", "F", "H", "H", "H", "C", "N", "H", "H", "C", "N", "H", "C", "C"], "xyz": [[-0.96281, -1.73922, -1.25187], [0.93808, -1.74214, -2.44277], [2.16075, -1.09714, -0.98254], [-2.01991, -0.11266, 1.29074], [1.28046, 1.07823, 0.19961], [-0.33862, 1.12593, 1.34122], [-0.96836, -1.05265, -0.48845], [1.56995, 0.17026, -1.98290], [-2.05623, 1.23301, 2.57176], [0.14310, -0.47281, -0.57297], [0.37391, 0.66825, 0.24053], [0.18723, 1.94850, 1.83287], [-1.56695, 0.74753, 1.75274], [1.25939, -0.75510, -1.50798]], "lowdin_charge": [0.0658, -0.0386, 0.1320, 0.0190, 0.1139, -0.2100, 0.1645, 0.1228, 0.0363, -0.4030, 0.0266, 0.1037, 0.0050, -0.1380]}

Which structure wins on stability? *b* wins.